# 1
38
Properties=species:S:1:pos:R:3:forces:R:3 method="wB97M-V/def2-TZVPD" homo_lumo_gap_ev="7.887 / 8.720" e_above_lowest_kcal_mol=141.00 total_charge=0 e_lumo_ha="-0.079 / -0.036"
C -6.245 1.700 0.859 -0.29 -0.02 0.01
C -5.800 0.420 0.160 0.24 0.03 0.01
C -4.293 0.392 -0.094 0.12 -0.04 -0.08
C -3.824 -0.902 -0.767 -0.08 0.19 -0.14
C -2.329 -0.915 -1.086 -0.15 -0.04 0.18
C -1.428 -0.795 0.142 -0.12 0.05 -0.28
C 0.019 -0.912 -0.267 1.39 -0.20 0.77
C 0.993 -0.810 0.964 -0.96 1.04 -2.13
C 2.460 -0.950 0.511 -0.11 -2.23 1.78
C 2.943 -2.435 0.168 0.21 -1.03 -0.54
C 4.460 -2.272 -0.170 0.15 -0.78 0.82
O 2.882 -0.680 -0.758 -1.91 3.88 0.87
O 2.087 2.193 0.195 1.23 0.23 0.17
N 3.210 2.538 0.399 -0.14 2.71 0.66
O 3.689 3.634 0.721 -1.08 -2.92 -0.84
H -7.329 1.697 1.029 0.19 0.05 -0.01
H -5.758 1.817 1.832 -0.01 -0.04 -0.10
H -6.007 2.583 0.256 0.00 -0.08 0.05
H -6.082 -0.455 0.757 0.03 0.09 0.00
H -6.321 0.312 -0.798 0.00 0.04 0.05
H -4.010 1.248 -0.726 -0.09 -0.14 0.06
H -3.750 0.542 0.851 -0.21 -0.09 -0.10
H -4.083 -1.759 -0.131 0.09 0.07 -0.02
H -4.383 -1.038 -1.703 0.02 0.02 0.14
H -2.077 -1.846 -1.612 -0.04 0.13 0.06
H -2.083 -0.095 -1.775 -0.11 -0.09 0.06
H -1.600 0.154 0.669 0.07 -0.10 -0.18
H -1.657 -1.585 0.864 -0.10 -0.04 -0.03
H 0.222 -1.893 -0.728 -0.30 0.22 -0.02
H 0.330 -0.163 -1.022 -0.33 -0.23 0.41
H 0.853 0.210 1.401 0.20 -0.74 -0.13
H 0.699 -1.547 1.722 0.43 0.04 -0.11
H 2.987 -0.699 1.491 0.76 0.52 -1.70
H 2.664 -3.281 0.882 0.39 1.39 -0.56
H 2.430 -2.591 -0.804 0.12 -0.84 0.72
H 4.884 -3.180 -0.607 0.06 -0.01 0.30
H 4.587 -1.445 -0.868 0.31 -0.67 0.09
H 4.999 -1.975 0.744 0.03 -0.39 -0.24


# 2
38
Properties=species:S:1:pos:R:3:forces:R:3 method="wB97M-V/def2-TZVPD" spin_multiplicity=7 homo_lumo_gap_ev="5.488 / 8.359" e_above_lowest_kcal_mol=26.88 total_charge=+2 e_lumo_ha="-0.406 / -0.303" s_squared=12.078
C -0.435 -3.220 1.942 -0.27 0.33 -0.20
C -1.242 -2.147 1.172 1.55 0.80 -0.37
C -0.404 -1.588 -0.093 -1.87 -2.03 0.64
Cl -1.157 -2.379 -1.532 0.33 0.53 0.30
N -0.400 -0.103 -0.099 0.41 0.56 0.46
C -1.402 0.483 -1.030 -0.88 1.16 0.01
C -1.874 1.977 -0.888 0.23 -0.35 -0.99
O -2.383 2.384 0.422 0.66 -1.57 0.64
C -3.574 1.759 0.777 -0.35 0.26 0.62
O -4.359 1.260 0.064 -0.06 -0.35 -1.20
C 0.942 0.557 0.067 1.81 0.17 -0.47
C 1.698 0.893 -1.243 -0.32 -0.20 0.32
B 2.340 -0.321 -2.048 1.67 -0.61 -0.80
O 1.834 -1.617 -2.154 -0.54 1.01 0.91
O 3.535 -0.028 -2.669 -1.18 0.02 0.88
C 1.877 -0.182 1.178 -2.38 -1.42 2.01
O 3.024 -0.368 1.018 1.01 0.08 -0.92
O 1.212 -0.532 2.364 -1.58 2.26 -3.14
P 0.841 2.301 0.986 0.95 2.19 -0.36
O 1.072 3.517 -0.077 -0.40 -1.55 1.06
Br 2.480 2.524 2.470 -0.58 -0.16 -0.91
H -0.805 -4.206 1.671 -0.03 -0.03 0.24
H -0.505 -3.035 3.013 -0.17 -0.40 0.00
H 0.629 -3.177 1.708 -0.09 0.11 -0.06
H -1.375 -1.261 1.884 -0.74 -2.35 -0.48
H -2.239 -2.476 0.884 -0.01 0.18 0.04
H 0.557 -2.089 -0.046 0.40 0.93 0.01
H -2.344 -0.054 -0.889 0.40 -0.53 -0.24
H -1.047 0.375 -2.057 -0.26 -0.07 0.01
H -1.120 2.670 -1.262 -0.01 0.30 0.77
H -2.705 2.080 -1.591 0.09 -0.21 -0.01
H -3.778 1.711 1.864 0.61 0.68 0.19
H 2.536 1.542 -0.975 0.09 -0.16 -0.12
H 1.076 1.503 -1.909 -0.07 -0.06 0.12
H 2.423 -2.263 -1.761 0.30 -0.44 -0.29
H 3.888 -0.829 -3.066 0.28 0.03 -0.40
H 2.014 3.743 -0.128 0.13 0.30 -0.25
Eu -0.830 0.595 2.034 0.89 0.60 1.98


# 3
106
Properties=species:S:1:pos:R:3:forces:R:3 method="wB97M-V/def2-TZVPD" homo_lumo_gap_ev=5.068 total_charge=0 e_lumo_ha=-0.073
Zr 16.183 13.681 -21.777 2.82 -2.45 4.57
S 14.362 12.077 -19.328 -6.20 0.93 5.89
O 15.031 11.221 -18.403 1.77 -0.89 -0.07
O 13.757 13.197 -18.654 1.85 2.84 0.88
O 15.277 12.477 -20.387 4.38 3.30 -5.06
O 13.233 11.518 -19.946 -2.08 -3.83 -3.65
O 19.598 13.813 -19.535 -1.30 -0.35 0.53
C 18.437 13.635 -20.115 -1.82 2.10 -3.12
O 18.320 13.144 -21.277 1.60 -2.88 -2.51
O 17.364 14.221 -19.904 -1.91 2.02 3.93
H 20.179 13.335 -20.131 1.02 -0.27 -0.11
C 19.663 14.974 -23.991 -1.58 0.00 0.19
F 19.084 15.408 -22.814 1.64 0.10 -1.61
F 19.543 15.914 -24.976 1.04 -1.22 2.14
F 20.927 14.547 -23.772 -2.06 1.05 -0.61
S 18.522 13.508 -24.531 3.80 -4.72 0.45
O 18.742 13.415 -25.965 -1.15 0.45 1.51
O 19.047 12.279 -23.882 -1.76 2.96 -0.13
N 16.899 13.913 -23.783 2.48 0.34 -4.07
S 16.220 14.690 -25.039 -3.07 2.03 -1.85
O 15.253 15.709 -24.623 0.22 -1.95 0.81
O 17.149 15.219 -25.990 -0.26 -0.18 0.29
C 15.167 13.264 -26.020 -0.84 4.58 1.02
F 13.983 13.127 -25.445 -0.65 0.13 0.57
F 14.962 13.695 -27.254 0.47 -0.25 -0.04
F 15.782 12.186 -25.932 2.15 -3.36 -0.36
C 24.400 11.695 -20.650 -0.64 0.66 -0.87
C 23.121 12.534 -20.334 0.50 -3.10 1.20
C 22.183 11.533 -19.519 -0.37 -0.72 0.99
C 22.424 11.292 -18.001 1.23 1.44 -0.23
C 22.560 12.675 -17.367 -0.16 -1.40 -1.06
C 23.595 13.607 -18.071 -0.48 -0.39 2.97
N 23.422 13.725 -19.498 -2.02 -1.50 -0.74
O 24.413 14.524 -20.086 -0.09 0.25 -0.02
C 23.279 15.013 -17.430 0.73 -1.18 -0.25
C 24.962 13.057 -17.605 1.35 1.51 -0.73
C 22.340 12.831 -21.629 -0.58 1.42 1.00
H 25.072 12.450 -21.059 0.86 -0.43 0.51
H 24.240 10.995 -21.471 -0.46 0.09 -0.21
H 24.722 11.035 -19.845 0.41 0.71 0.26
H 21.145 11.854 -19.605 -0.12 -0.12 -0.11
H 22.257 10.524 -19.927 -0.12 0.25 -0.87
H 23.301 10.692 -17.761 0.44 0.00 -0.59
H 21.706 10.862 -17.302 -0.93 -0.59 -1.22
H 22.828 12.331 -16.368 0.28 1.43 0.45
H 21.515 12.986 -17.393 0.12 0.98 0.23
H 23.970 15.765 -17.811 -0.31 0.23 -0.07
H 22.219 15.199 -17.605 0.17 0.42 -0.27
H 23.408 14.954 -16.349 0.11 -0.04 0.03
H 25.323 12.117 -18.023 -0.63 -0.19 0.15
H 25.705 13.768 -17.967 0.23 0.16 -0.32
H 25.171 13.114 -16.536 -0.70 -0.36 0.16
H 22.854 13.357 -22.434 0.37 -0.24 0.15
H 21.608 13.544 -21.250 -0.24 0.55 -0.34
H 21.699 12.049 -22.037 0.62 -0.53 0.12
H 23.874 15.309 -20.201 0.52 0.49 -0.38
C 19.050 9.536 -16.327 -0.63 -0.14 0.83
C 18.372 9.393 -17.754 0.35 -0.22 0.75
C 19.313 8.599 -18.698 0.65 -0.35 1.19
C 19.192 7.091 -18.469 0.44 0.16 -0.30
C 17.808 6.595 -18.721 -1.62 1.19 0.15
C 16.731 7.259 -17.794 1.21 1.46 0.32
N 16.987 8.740 -17.753 1.11 1.46 -2.50
O 16.099 9.502 -16.991 0.75 -1.94 2.22
C 15.266 6.944 -18.298 0.82 1.00 1.84
C 16.917 6.744 -16.381 -0.85 -1.32 0.31
C 18.230 10.841 -18.294 -0.07 -0.17 0.21
H 18.536 10.229 -15.661 -0.37 0.68 -0.61
H 20.091 9.859 -16.322 0.02 0.08 -0.57
H 19.028 8.719 -15.607 0.02 -0.95 -0.74
H 19.335 8.929 -19.737 -0.85 -0.22 -0.25
H 20.346 8.802 -18.416 0.12 0.47 0.29
H 19.518 6.869 -17.453 -0.10 0.04 0.19
H 19.900 6.555 -19.102 0.08 0.00 -0.19
H 17.729 5.509 -18.668 -0.15 0.01 -0.03
H 17.478 6.967 -19.691 0.24 -0.47 -0.54
H 14.666 7.299 -17.460 -0.30 -0.57 0.32
H 14.804 7.580 -19.053 0.84 -0.27 -0.76
H 15.162 5.866 -18.422 -0.22 0.15 -0.24
H 16.784 5.671 -16.516 -0.29 -0.38 0.73
H 17.862 6.854 -15.848 0.26 0.38 -0.69
H 16.162 7.156 -15.711 -0.16 -0.13 -0.09
H 17.641 11.450 -17.607 -1.07 -0.38 -0.55
H 17.920 10.729 -19.332 -0.80 0.54 0.12
H 19.078 11.525 -18.334 1.17 -0.91 0.14
H 15.609 10.129 -17.528 -0.10 0.22 -1.08
C 16.362 17.869 -20.000 -0.98 -1.89 0.11
S 16.936 17.263 -21.643 0.23 3.10 -0.48
O 16.632 15.821 -21.882 -1.79 -1.91 0.54
C 15.805 18.228 -22.816 0.39 -1.65 0.26
H 16.834 18.767 -19.603 -0.11 0.16 -0.81
H 16.554 17.090 -19.262 0.68 -0.34 -0.18
H 15.273 17.818 -20.001 -0.09 0.85 -0.13
H 14.837 18.516 -22.407 0.60 0.90 0.56
H 15.450 17.525 -23.569 0.66 -0.48 -0.04
H 16.500 18.891 -23.333 -0.57 0.60 0.41
C 14.373 9.709 -23.153 -0.27 1.15 -0.37
S 16.178 10.160 -22.828 -1.37 -1.32 0.49
O 16.300 11.654 -22.525 -0.55 0.15 -0.44
C 16.273 9.204 -21.215 -0.13 1.64 -1.05
H 14.249 8.681 -23.491 0.64 -0.09 0.25
H 13.962 10.321 -23.956 0.68 0.18 -0.45
H 13.637 9.942 -22.383 0.68 -0.14 0.93
H 15.774 8.257 -21.420 0.38 -0.04 0.12
H 15.703 9.813 -20.514 0.01 -0.20 0.28
H 17.333 9.187 -20.957 -0.24 -0.40 0.08


# 4
50
Properties=species:S:1:pos:R:3:forces:R:3 method="wB97M-V/def2-TZVPD" homo_lumo_gap_ev=2.444 e_above_lowest_kcal_mol=108.66 total_charge=0 e_lumo_ha=-0.159
C 0.069 5.094 -0.385 -1.16 0.00 -0.34
C -1.414 4.936 -1.113 1.19 1.58 -1.50
O -2.545 5.265 -0.187 0.27 0.44 -1.67
C -1.614 3.522 -1.918 -1.13 1.19 0.42
N -0.970 2.315 -1.245 -0.74 1.01 -0.84
C -0.483 1.423 -2.365 -0.33 -0.87 -0.77
C -0.402 -0.174 -2.001 0.72 -0.34 -1.45
O -0.168 -0.480 -0.581 -0.38 -1.18 -1.87
C 0.282 -1.901 -0.410 2.01 -0.02 1.08
C -0.473 -3.052 -1.341 -4.69 -5.07 -3.96
O 0.057 -3.533 -2.500 -1.21 3.55 6.15
O -1.823 -3.618 -1.011 6.85 4.01 -0.32
C 1.929 -2.030 -0.635 2.46 -0.07 0.51
C 2.827 -0.659 -0.693 0.18 0.94 0.23
N 4.225 -0.914 -1.290 -0.29 -0.19 1.64
C 2.562 -2.843 0.679 1.76 -0.46 0.08
O 3.855 -3.059 0.944 -7.83 0.99 -1.18
N 1.289 -3.269 1.376 3.74 2.62 0.24
C 0.290 -2.102 1.231 -1.49 -1.77 1.28
N 0.623 -0.910 2.118 0.77 -0.54 -1.50
C -1.033 -2.720 1.977 -0.83 -0.73 -0.19
C -1.203 -2.301 3.553 -0.33 -0.38 -0.08
N -2.291 -3.148 4.242 0.71 0.56 -1.37
H 0.884 5.000 -1.220 -1.55 -0.07 1.68
H 0.156 4.236 0.407 0.19 1.82 -1.46
H 0.159 6.182 0.075 -0.30 -2.47 -0.80
H -1.445 5.801 -1.936 0.09 -2.00 1.59
H -3.049 6.036 -0.628 1.12 -2.05 1.22
H -2.779 3.305 -1.953 2.07 0.73 -0.35
H -1.232 3.704 -3.024 -0.65 -0.67 2.44
H -1.753 1.825 -0.728 0.95 -0.50 -1.24
H -1.279 1.527 -3.248 1.82 -0.50 1.63
H 0.529 1.880 -2.763 -1.93 -0.97 1.07
H -1.399 -0.662 -2.439 2.21 0.73 1.27
H 0.543 -0.600 -2.592 -2.29 0.79 0.96
H 2.323 -2.697 -1.512 -1.47 1.30 1.24
H 2.300 0.216 -1.302 0.97 -2.03 1.14
H 3.047 -0.188 0.381 -0.88 -1.12 -2.10
H 4.361 -1.925 -1.509 -0.36 1.12 0.38
H 4.920 -0.722 -0.508 -1.21 -0.51 -1.46
H 1.520 -3.519 2.373 -0.62 0.34 -1.22
H -0.101 -0.161 2.051 1.13 -0.94 -0.25
H 1.591 -0.555 1.962 -1.33 -0.10 -0.14
H -2.037 -2.471 1.422 2.05 -0.48 0.84
H -0.920 -3.902 1.933 -0.39 2.55 -0.04
H -0.223 -2.493 4.163 -1.81 0.76 -1.27
H -1.591 -1.183 3.638 1.18 -2.25 0.00
H -2.126 -4.162 4.004 -0.59 1.58 0.13
H -3.207 -2.806 3.871 1.05 -1.01 0.30
Cu -2.782 2.493 0.638 0.29 0.67 -0.14


# 5
75
Properties=species:S:1:pos:R:3:forces:R:3 method="wB97M-V/def2-TZVPD" homo_lumo_gap_ev="3.816 / 3.818" total_charge=+2 e_lumo_ha="-0.309 / -0.309"
Ir -0.779 -1.207 0.442 -0.13 0.65 0.16
C -1.761 4.125 -0.200 0.05 1.03 -0.09
N -2.002 2.718 -0.006 0.58 -0.96 0.04
C -1.126 1.716 -0.003 -0.05 -0.04 0.02
N -1.776 0.564 0.194 0.20 0.35 0.01
C -3.079 0.950 0.311 0.11 -0.09 -0.09
N -3.225 2.238 0.185 -1.13 0.23 0.15
C -0.865 4.402 -1.386 0.12 0.00 -0.05
C -0.076 5.549 -1.419 -0.10 -0.17 0.04
C 0.731 5.814 -2.515 -0.04 -0.02 0.02
C 0.795 4.929 -3.575 -0.19 -0.20 -0.01
C 0.009 3.778 -3.544 -0.23 0.16 0.54
C -0.835 3.532 -2.461 0.18 0.13 -0.18
C 0.088 2.801 -4.600 0.50 -0.39 -1.16
N 0.811 2.837 -5.684 0.14 2.20 1.59
N 0.630 1.711 -6.335 -0.60 -2.39 -1.07
C -0.204 0.977 -5.652 0.77 1.05 -0.34
O -0.588 1.629 -4.526 -0.24 -0.13 0.28
C -0.667 -0.356 -5.941 -0.41 -0.55 0.20
C -0.152 -1.079 -7.019 -0.13 0.10 0.19
C -0.592 -2.371 -7.233 -0.02 0.03 0.03
C -1.525 -2.953 -6.384 -0.11 0.11 0.15
C -2.048 -2.233 -5.315 0.03 -0.10 -0.16
C -3.056 -2.839 -4.359 -0.07 0.09 -0.87
N -2.531 -2.813 -3.015 -0.15 0.68 1.01
C -2.435 -1.799 -2.155 -0.08 0.01 0.08
N -1.712 -2.184 -1.102 0.07 0.00 -0.11
C -1.408 -3.483 -1.384 -0.11 0.01 -0.16
N -1.890 -3.868 -2.527 0.38 -1.10 -0.15
C -1.621 -0.934 -5.105 0.22 0.03 -0.30
H -1.319 4.546 0.710 -0.12 -0.07 -0.11
H -2.742 4.587 -0.344 0.10 -0.14 0.11
H -0.069 1.833 -0.143 0.14 -0.02 -0.09
H -3.896 0.282 0.501 -0.11 -0.14 -0.01
H -0.095 6.239 -0.589 0.00 0.10 0.12
H 1.326 6.712 -2.534 0.08 0.11 0.01
H 1.434 5.110 -4.425 0.08 0.02 -0.07
H -1.462 2.653 -2.480 -0.03 -0.09 -0.01
H 0.579 -0.618 -7.663 0.09 0.03 -0.06
H -0.200 -2.939 -8.063 0.03 -0.04 -0.06
H -1.848 -3.968 -6.561 -0.04 -0.12 0.00
H -3.242 -3.885 -4.611 -0.05 0.15 0.13
H -3.998 -2.286 -4.394 0.06 -0.09 0.13
H -2.905 -0.843 -2.279 0.02 0.16 -0.07
H -0.841 -4.123 -0.740 0.09 -0.05 0.08
H -2.020 -0.347 -4.292 -0.03 0.09 0.06
Br -0.590 -0.727 9.711 0.79 -0.08 -0.68
C 0.836 -0.933 8.473 -0.52 0.16 0.54
C 0.793 -1.978 7.549 -0.16 -0.40 -0.29
C 1.825 -2.151 6.668 -0.15 0.14 0.04
C 2.937 -1.267 6.677 -1.34 -1.12 0.00
C 2.964 -0.220 7.626 0.35 0.01 0.18
C 1.921 -0.052 8.502 0.10 0.16 0.03
N 3.893 -1.374 5.758 1.86 0.92 -0.24
N 3.979 -2.107 4.749 -1.62 0.66 -0.47
C 3.252 -2.112 3.640 0.38 -0.27 1.63
C 3.352 -3.227 2.779 -0.45 -1.03 -1.54
C 2.443 -3.448 1.772 1.25 -0.36 0.88
C 1.402 -2.529 1.534 -1.55 0.29 -1.07
O 0.463 -2.693 0.640 1.34 0.09 1.39
C 1.347 -1.342 2.309 0.06 0.60 0.61
N 0.324 -0.486 2.001 0.33 -1.12 -0.58
C 0.193 0.617 2.733 -0.04 0.54 0.51
C 1.095 0.975 3.720 0.04 -0.23 -0.22
C 2.161 0.135 4.015 0.04 -0.15 -0.23
C 2.273 -1.081 3.348 -0.70 0.76 -0.39
H -0.053 -2.647 7.523 -0.06 -0.05 0.10
H 1.806 -2.957 5.950 -0.02 -0.17 0.00
H 3.809 0.450 7.649 0.15 0.08 -0.03
H 1.935 0.753 9.221 0.03 0.04 0.03
H 4.132 -3.946 2.974 0.05 -0.09 0.02
H 2.489 -4.347 1.178 0.06 -0.09 -0.08
H -0.661 1.247 2.534 -0.01 -0.04 -0.11
H 0.972 1.905 4.249 -0.06 0.11 0.02
H 2.898 0.440 4.740 0.01 0.06 0.02


| no. | E_tot (Ha) |
| --- | --- |
| 1 | -713.14950 |
| 2 | -5044.13320 |
| 3 | -4912.94827 |
| 4 | -2800.91824 |
| 5 | -4779.29910 |